Entry from the Open Molecules 2025 dataset: 2 unconnected molecules or ions with the total composition C4H9NO2 (the ωB97M-V functional and the def2-TZVPD basis).

XYZ file:
```
16
C4H9NO2 the ωB97M-V functional and the def2-TZVPD basis
C 2.35005 0.94570 0.42467
C -0.07334 0.52152 -0.57369
O 0.22365 0.02666 -1.64242
C -0.49706 -0.30045 0.62065
C -1.91931 -0.78585 0.30876
O -2.84522 -0.61707 1.07641
N -2.00823 -1.40015 -0.89996
H 2.83856 0.17931 1.02315
H 1.59964 1.45364 1.03897
H 3.04673 1.68598 0.04173
H -0.12025 1.61798 -0.45479
H 1.92510 0.45617 -0.44560
H 0.16612 -1.16558 0.74690
H -0.52146 0.27471 1.54911
H -2.92801 -1.58858 -1.26376
H -1.23696 -1.30400 -1.55012
```

Calculated values
SMILES	NC(=O)CC=O.C
E_LUMO	0.5	eV
Kohn-Sham gap	10.4934	eV
energy relative to the best compared isomer or geometry (same formula, charge and spin)	31.0	kcal/mol
largest force on an atom	0.0119	hartree/bohr
E	-363.03606	hartree

Atomic partial charges in e from the Mulliken method, atoms 1 to 8:
1. C -0.978
2. C -0.139
3. O -0.587
4. C -0.315
5. C 0.357
6. O -0.601
7. N -0.366
8. H 0.287


Entry from the Open Molecules 2025 dataset: 2 unconnected molecules or ions with the total composition C5H7NO in a non-equilibrium geometry (the ωB97M-V functional and the def2-TZVPD basis).

XYZ file:
```
14
C5H7NO the ωB97M-V functional and the def2-TZVPD basis
C 0.43013 0.91915 0.94153
C -0.82589 0.39383 0.46324
C -0.82828 -0.97930 0.07391
C 0.46461 -1.53336 -0.01293
C 1.64487 -0.73445 0.22831
H -1.38010 1.00006 -1.01392
H -1.15333 1.80201 -2.12699
H 0.49117 1.81580 1.56443
H -1.73969 0.79822 0.62902
H -1.65157 -1.78850 0.02693
H 0.52526 -2.55748 -0.30886
H 2.65581 -1.16553 -0.03394
N 1.58599 0.36882 0.79595
O -1.77027 1.13980 -1.80908
```

Calculated values
SMILES	c1ccncc1.O
E_LUMO	0.6	eV
Kohn-Sham gap	10.0374	eV
energy relative to the best compared isomer or geometry (same formula, charge and spin)	49.5	kcal/mol
largest force on an atom	0.1357	hartree/bohr
E	-324.64564	hartree

Atomic partial charges in e from the Mulliken method, atoms 1 to 8:
1. C -0.048
2. C -0.802
3. C -0.154
4. C -0.221
5. C -0.232
6. H 0.395
7. H 0.308
8. H 0.378


Which of these has the highest largest force on an atom?
C5H7NO


Please write out number 1 again, unchanged.
Entry from the Open Molecules 2025 dataset: 2 unconnected molecules or ions with the total composition C4H9NO2 (the ωB97M-V functional and the def2-TZVPD basis).

XYZ file:
```
16
C4H9NO2 the ωB97M-V functional and the def2-TZVPD basis
C 2.35005 0.94570 0.42467
C -0.07334 0.52152 -0.57369
O 0.22365 0.02666 -1.64242
C -0.49706 -0.30045 0.62065
C -1.91931 -0.78585 0.30876
O -2.84522 -0.61707 1.07641
N -2.00823 -1.40015 -0.89996
H 2.83856 0.17931 1.02315
H 1.59964 1.45364 1.03897
H 3.04673 1.68598 0.04173
H -0.12025 1.61798 -0.45479
H 1.92510 0.45617 -0.44560
H 0.16612 -1.16558 0.74690
H -0.52146 0.27471 1.54911
H -2.92801 -1.58858 -1.26376
H -1.23696 -1.30400 -1.55012
```

Calculated values
SMILES	NC(=O)CC=O.C
E_LUMO	0.5	eV
Kohn-Sham gap	10.4934	eV
energy relative to the best compared isomer or geometry (same formula, charge and spin)	31.0	kcal/mol
largest force on an atom	0.0119	hartree/bohr
E	-363.03606	hartree

Atomic partial charges in e from the Mulliken method, atoms 1 to 8:
1. C -0.978
2. C -0.139
3. O -0.587
4. C -0.315
5. C 0.357
6. O -0.601
7. N -0.366
8. H 0.287


E_LUMO of number 1 (C4H9NO2)?
0.5 eV


Which value of E_LUMO does entry 1 give?
0.5 eV